46
Properties=species:S:1:pos:R:3 method="wB97M-V/def2-TZVPD" lumo_ev=0.04 homo_lumo_gap_ev=9.25 e_tot_ha=-883.70695 charge=0 relative_energy_kcal_mol=8.6
C 1.050 2.335 -0.447
O 2.038 1.693 -1.228
C 3.205 1.482 -0.474
C 4.362 0.964 -1.280
C 4.080 -0.402 -1.929
N 5.581 0.821 -0.476
H 0.135 2.265 -1.036
H 1.245 3.393 -0.258
H 0.874 1.820 0.502
H 3.571 2.417 -0.013
H 3.000 0.888 0.429
H 4.516 1.692 -2.086
H 3.840 -1.149 -1.170
H 4.923 -0.758 -2.523
H 3.226 -0.400 -2.609
H 5.733 1.643 0.100
H 6.369 0.734 -1.104
C -6.273 -1.441 0.539
O -5.344 -0.688 -0.204
C -4.337 -0.172 0.632
C -3.543 0.901 -0.102
C -2.496 0.382 -1.084
N -2.886 1.780 0.910
H -6.868 -0.836 1.230
H -5.756 -2.214 1.114
H -6.996 -1.938 -0.105
H -4.796 0.277 1.522
H -3.663 -0.941 1.043
H -4.274 1.477 -0.677
H -1.708 -0.139 -0.538
H -2.083 1.252 -1.593
H -2.971 -0.303 -1.788
H -2.143 1.181 1.269
H -2.417 2.497 0.364
O 2.554 -1.027 2.175
H 2.713 -1.107 3.122
H 3.398 -1.252 1.761
O 0.485 -1.704 0.493
H 0.063 -2.369 1.067
H 1.150 -1.264 1.061
O -0.600 -3.406 2.439
H -0.443 -4.242 2.891
H -0.909 -2.806 3.128
O 0.623 -0.487 -2.046
H 1.283 0.188 -1.772
H 0.487 -1.036 -1.250